Record 1
Density functional theory data (wB97M-V/def2-TZVPD) for C53H48As2Cl4GeN3O4SY as an isolated structure.

net charge = +1
electronic energy = -308565.9243 eV
LUMO (spin up / spin down) = -3.12 / -4.23 eV
spin multiplicity = 2
HOMO level (spin up / spin down) = -10.14 / -10.32 eV
relative energy (zero: lowest compared OMol25 entry of this formula, charge and spin) = 0.0 kJ/mol
<S²> = 0.78
frontier orbital gap (spin up / spin down) = 7.018 / 6.089 eV

Last column: Mulliken charge in e.
Cartesian coordinates (Å):
Y -0.369 0.937 0.164  -0.1759
Cl -3.615 0.237 -6.749  -0.1875
C -3.002 0.666 -5.182  -0.0448
C -3.862 1.274 -4.261  -0.6682
C -3.413 1.633 -3.013  -0.7523
C -2.085 1.356 -2.625  -0.0555
O -1.638 1.657 -1.451  0.0667
C -1.217 0.762 -3.579  -0.2336
C 0.181 0.609 -3.306  -0.0895
N 0.793 0.722 -2.167  1.7194
C 2.216 0.721 -2.227  0.3451
C 2.986 0.352 -3.306  -0.7338
C 4.384 0.482 -3.290  -1.3790
C 5.031 0.983 -2.199  -0.8341
C 4.289 1.343 -1.057  1.5951
C 4.902 1.872 0.099  -1.1041
C 4.125 2.218 1.165  -1.6507
C 2.739 2.006 1.083  -0.9151
N 2.130 1.496 0.036  1.8121
C 2.881 1.187 -1.056  -1.0441
C -1.686 0.440 -4.864  -0.9050
H -4.888 1.465 -4.549  0.4932
H -4.071 2.133 -2.316  0.5614
H 0.762 0.443 -4.212  0.0679
H 2.548 -0.058 -4.203  0.3436
H 4.942 0.177 -4.164  0.4329
H 6.106 1.101 -2.187  0.4922
H 5.977 2.004 0.114  0.4967
H 4.537 2.637 2.072  0.6323
H 2.116 2.271 1.926  1.0900
H -1.016 0.002 -5.593  0.5293
C 2.421 -1.535 1.849  -0.9541
C 1.627 -1.351 3.132  -2.0185
As 0.506 0.274 3.202  2.2393
C -0.861 -0.246 4.475  0.3210
C -2.104 0.376 4.421  0.2658
C -3.091 0.038 5.335  -0.7418
C -2.842 -0.923 6.301  -0.6032
C -1.603 -1.547 6.358  -0.7675
C -0.613 -1.209 5.451  -0.7336
C 1.613 1.419 4.330  0.0825
C 0.991 2.319 5.190  -0.8544
C 1.747 3.177 5.975  -0.6894
C 3.132 3.142 5.911  -0.6448
C 3.759 2.241 5.063  -0.7352
C 3.004 1.386 4.275  -0.1995
As 1.237 -1.862 0.304  1.7865
C 0.624 -3.641 0.789  0.9500
C -0.374 -3.789 1.749  -0.1789
C -0.767 -5.056 2.157  -1.0472
C -0.175 -6.181 1.604  -0.5799
C 0.818 -6.037 0.647  -0.8166
C 1.221 -4.773 0.243  -0.6677
C 2.479 -2.308 -1.113  0.1963
C 3.859 -2.216 -0.982  -0.5218
C 4.687 -2.639 -2.014  -0.7479
C 4.141 -3.164 -3.175  -0.6647
C 2.762 -3.255 -3.311  -0.8804
C 1.932 -2.825 -2.287  -0.1107
H 3.071 -2.410 1.940  0.8547
H 3.049 -0.669 1.619  0.1367
H 2.297 -1.327 3.995  0.8408
H 0.950 -2.195 3.283  0.5035
H -2.322 1.098 3.643  0.2697
H -4.060 0.514 5.273  0.4625
H -3.617 -1.191 7.008  0.3958
H -1.408 -2.297 7.114  0.4380
H 0.352 -1.696 5.523  0.3579
H -0.091 2.342 5.270  0.4578
H 1.254 3.864 6.649  0.4495
H 3.720 3.805 6.531  0.4029
H 4.840 2.196 5.024  0.4984
H 3.513 0.685 3.622  0.4075
H -0.860 -2.924 2.179  0.3085
H -1.543 -5.157 2.904  0.4880
H -0.487 -7.168 1.918  0.4072
H 1.284 -6.911 0.213  0.4494
H 2.004 -4.684 -0.499  0.3303
H 4.306 -1.830 -0.073  0.3015
H 5.761 -2.569 -1.904  0.4276
H 4.789 -3.508 -3.970  0.4046
H 2.330 -3.672 -4.212  0.4793
H 0.855 -2.916 -2.397  0.3902
C -0.159 4.618 -1.310  -0.5551
N -0.347 5.059 0.068  0.2594
C -0.652 6.478 0.242  -1.2499
C -0.229 4.213 1.077  0.0257
C -0.462 4.647 2.495  -0.8228
O 0.099 3.010 0.913  0.4637
H -0.837 5.183 -1.947  0.5516
H -0.401 3.565 -1.412  -0.2895
H 0.868 4.804 -1.631  0.3343
H -0.288 7.010 -0.633  0.4809
H -0.147 6.889 1.111  0.4139
H -1.728 6.638 0.328  0.3500
H -0.653 5.703 2.642  0.6092
H 0.397 4.336 3.090  0.0831
H -1.325 4.081 2.850  0.1398
Cl -5.326 0.242 2.297  -0.3829
Ge -4.115 0.481 0.457  0.5106
Cl -2.753 2.260 1.296  -0.3862
Cl -2.187 -0.896 1.188  -0.3363
O -6.554 -2.393 -7.104  -0.4927
C -6.748 -2.390 -5.772  0.4372
O -7.852 -2.390 -5.308  -0.5323
C -5.516 -2.380 -4.919  0.6989
C -5.619 -1.805 -3.651  -0.9446
C -4.509 -1.715 -2.844  -0.2217
C -3.266 -2.219 -3.272  0.1288
S -1.857 -1.996 -2.344  0.1674
C -3.194 -2.853 -4.529  -0.7186
C -4.302 -2.924 -5.342  -0.8203
H -5.623 -2.238 -7.315  0.3502
H -6.579 -1.422 -3.332  0.4969
H -4.571 -1.234 -1.878  0.2178
H -2.246 -3.267 -4.845  0.5118
H -4.219 -3.420 -6.302  0.4708

Record 2
Density functional theory data (wB97M-V/def2-TZVPD) for C53H48BeGe2N4OSb as an isolated structure.

net charge = +2
electronic energy = -183708.8589 eV
LUMO (spin up / spin down) = -5.83 / -7.25 eV
spin multiplicity = 2
HOMO level (spin up / spin down) = -11.82 / -11.82 eV
relative energy (zero: lowest compared OMol25 entry of this formula, charge and spin) = 0.0 kJ/mol
<S²> = 0.76
frontier orbital gap (spin up / spin down) = 5.983 / 4.573 eV

Last column: Mulliken charge in e.
Cartesian coordinates (Å):
Be 0.616 -0.566 -0.454  -2.5232
C -4.441 8.114 8.100  -0.8490
O -4.123 6.747 8.355  -0.4509
C -3.603 6.018 7.359  0.9249
C -3.342 6.501 6.077  -0.5399
C -2.802 5.655 5.125  -0.7297
C -2.513 4.328 5.424  0.3697
C -2.781 3.855 6.713  -0.4366
C -3.318 4.683 7.670  -0.8382
C -1.943 3.476 4.387  0.2540
N -1.699 3.839 3.141  -0.9002
C -1.175 2.739 2.538  0.8548
C -1.091 1.673 3.420  -0.0378
N -1.588 2.167 4.600  -0.1025
C -0.582 0.391 3.058  1.0623
C -0.476 -0.772 3.842  -0.9511
C 0.021 -1.929 3.287  -0.9430
C 0.422 -1.946 1.950  -0.1884
N 0.343 -0.860 1.196  1.0056
C -0.156 0.280 1.732  -0.0542
C -0.248 1.368 0.806  0.4451
N 0.175 1.071 -0.453  0.7812
C 0.126 2.017 -1.382  0.1526
C -0.343 3.302 -1.086  -1.1060
C -0.785 3.604 0.181  -1.0079
C -0.747 2.609 1.176  0.8020
H -4.846 8.502 9.028  0.2458
H -5.191 8.199 7.311  0.3509
H -3.548 8.678 7.828  0.3513
H -3.555 7.528 5.817  0.4206
H -2.598 6.028 4.130  0.4583
H -2.578 2.827 6.994  0.2437
H -3.529 4.328 8.669  0.4360
H -1.676 1.679 5.474  0.1892
H -0.790 -0.768 4.879  0.5189
H 0.099 -2.835 3.871  0.5399
H 0.797 -2.847 1.482  0.3327
H 0.457 1.748 -2.378  0.1720
H -0.360 4.041 -1.875  0.5662
H -1.161 4.588 0.429  0.6340
C 4.084 -5.458 -2.943  -0.5520
C 3.760 -5.221 -1.613  -0.6700
C 3.355 -3.955 -1.215  -0.8995
C 3.276 -2.924 -2.149  0.8888
C 3.609 -3.160 -3.480  -0.4551
C 4.009 -4.431 -3.874  -0.6840
Sb 2.760 -0.993 -1.507  2.0643
C 4.479 -0.349 -0.501  0.5875
C 4.371 0.399 0.668  -0.4622
C 5.519 0.819 1.326  -0.6478
C 6.767 0.491 0.817  -0.5649
C 6.875 -0.260 -0.347  -0.7596
C 5.732 -0.686 -1.009  -0.5823
C 2.698 0.134 -3.284  0.7252
C 1.587 0.000 -4.116  -0.1300
C 1.482 0.768 -5.267  -0.7658
C 2.485 1.676 -5.586  -0.7791
C 3.588 1.816 -4.756  -0.6885
C 3.698 1.048 -3.601  -0.9893
H 4.403 -6.445 -3.253  0.4213
H 3.829 -6.021 -0.887  0.4311
H 3.117 -3.782 -0.170  0.3996
H 3.561 -2.361 -4.211  0.4752
H 4.270 -4.617 -4.908  0.4546
H 3.398 0.661 1.071  0.2424
H 5.439 1.401 2.235  0.4347
H 7.662 0.818 1.331  0.4029
H 7.851 -0.518 -0.738  0.4258
H 5.826 -1.288 -1.906  0.4565
H 0.792 -0.697 -3.875  0.3091
H 0.618 0.659 -5.911  0.4793
H 2.407 2.276 -6.484  0.4064
H 4.369 2.523 -5.005  0.4330
H 4.562 1.171 -2.959  0.4776
C 0.305 -5.152 -1.813  -1.0621
Ge -0.668 -3.907 -2.969  1.2198
C 0.345 -3.527 -4.593  -1.0943
C -2.436 -4.592 -3.445  -1.2282
Ge -1.252 -1.904 -1.666  -1.8926
C -2.200 -2.350 -0.022  0.4924
C -2.825 -1.396 0.790  0.7100
C -3.470 -1.768 1.959  -0.9718
C -3.499 -3.104 2.344  -0.6610
C -2.879 -4.062 1.556  -0.8640
C -2.228 -3.686 0.387  -0.0773
C -2.071 -0.481 -2.711  0.8380
C -2.743 0.625 -2.179  0.5145
C -3.321 1.573 -3.009  -0.8837
C -3.233 1.441 -4.390  -0.6182
C -2.563 0.355 -4.937  -0.7206
C -1.984 -0.591 -4.102  0.0898
H 1.158 -5.562 -2.356  0.3833
H -0.345 -5.977 -1.519  0.5537
H 0.686 -4.672 -0.912  0.1903
H 0.782 -4.469 -4.933  0.4741
H 1.160 -2.824 -4.436  0.0569
H -0.304 -3.153 -5.385  0.5049
H -2.299 -5.544 -3.962  0.4761
H -2.954 -3.905 -4.115  0.3675
H -3.060 -4.761 -2.567  0.3689
H -2.823 -0.348 0.514  0.1151
H -3.966 -1.018 2.563  0.5213
H -4.015 -3.397 3.250  0.4409
H -2.908 -5.106 1.845  0.4867
H -1.751 -4.455 -0.210  0.1919
H -2.834 0.758 -1.107  0.1811
H -3.852 2.414 -2.579  0.4901
H -3.691 2.178 -5.036  0.4126
H -2.501 0.240 -6.012  0.4993
H -1.467 -1.431 -4.553  0.1562

Record 3
Density functional theory data (wB97M-V/def2-TZVPD) for C53H48ClP2PdSeSi as an isolated structure.

net charge = -1
electronic energy = -163547.9461 eV
LUMO = 2.45 eV
HOMO level = -3.81 eV
relative energy (zero: lowest compared OMol25 entry of this formula, charge and spin) = 129.8 kJ/mol
frontier orbital gap = 6.264 eV

Last column: Mulliken charge in e.
Cartesian coordinates (Å):
Pd 0.090 0.540 0.266  -0.8027
C -0.509 1.065 3.652  -1.7710
Si 0.627 0.229 2.400  2.0767
C 0.305 -1.599 2.790  0.1622
C 0.930 -2.342 3.791  -0.1734
C 0.579 -3.668 4.008  -0.8877
C -0.413 -4.260 3.237  -0.8745
C -1.061 -3.528 2.254  -0.5409
C -0.704 -2.198 2.031  -0.8645
P -1.453 -1.080 0.780  2.3268
C -2.057 -2.241 -0.491  0.4758
C -1.177 -3.207 -0.982  -0.3430
C -1.596 -4.108 -1.947  -0.7660
C -2.887 -4.037 -2.457  -0.6438
C -3.753 -3.056 -1.999  -0.5834
C -3.343 -2.163 -1.018  -0.8026
C -3.004 -0.528 1.576  0.0275
C -3.457 0.748 1.241  0.3401
C -4.623 1.250 1.804  -0.2348
C -5.330 0.487 2.724  -0.7272
C -4.876 -0.778 3.072  -0.6906
C -3.721 -1.289 2.496  -0.6074
C 2.363 0.766 2.880  0.9910
C 2.539 1.088 4.239  -0.5057
C 3.740 1.556 4.739  -0.8681
C 4.806 1.747 3.868  -0.6785
C 4.651 1.445 2.529  -0.8056
C 3.451 0.930 2.018  -0.3979
P 3.505 0.674 0.195  -0.7663
C 4.970 -0.476 0.172  0.1291
C 5.279 -1.390 1.181  0.1346
C 6.350 -2.263 1.054  -0.7380
C 7.135 -2.244 -0.092  -0.4648
C 6.840 -1.345 -1.106  -0.6613
C 5.768 -0.471 -0.970  -0.3216
C 2.129 -0.402 -0.357  2.0106
C 2.252 -1.793 0.076  0.1297
C 2.570 -2.796 -0.767  -1.2878
C 3.031 -2.476 -2.112  -0.5571
C 2.887 -1.248 -2.619  -1.2910
C 2.012 -0.243 -1.900  -1.6233
H -0.459 0.516 4.597  0.5739
H -1.548 1.033 3.319  0.2459
H -0.229 2.104 3.837  0.5093
H 1.719 -1.891 4.385  0.4925
H 1.089 -4.246 4.769  0.3990
H -0.677 -5.299 3.399  0.3924
H -1.829 -3.995 1.649  0.5646
H -0.158 -3.246 -0.611  0.2714
H -0.903 -4.854 -2.317  0.4411
H -3.211 -4.733 -3.221  0.3677
H -4.755 -2.986 -2.404  0.4288
H -4.030 -1.409 -0.652  0.3960
H -2.870 1.356 0.560  -0.1024
H -4.955 2.244 1.532  0.3181
H -6.229 0.883 3.180  0.3812
H -5.423 -1.369 3.798  0.3558
H -3.369 -2.275 2.776  0.3177
H 1.709 0.973 4.926  0.3172
H 3.840 1.788 5.792  0.4145
H 5.749 2.139 4.229  0.3815
H 5.482 1.603 1.850  0.4288
H 4.673 -1.419 2.080  0.3559
H 6.568 -2.967 1.849  0.3923
H 7.970 -2.926 -0.193  0.3697
H 7.444 -1.321 -2.005  0.3949
H 5.539 0.230 -1.765  0.3623
H 2.182 -2.018 1.137  0.4551
H 2.676 -3.808 -0.391  0.4398
H 3.592 -3.228 -2.658  0.4601
H 3.331 -0.982 -3.573  0.5450
H 2.347 0.771 -2.134  0.9012
C -6.009 4.684 -0.750  -1.6067
C -4.567 4.246 -0.668  1.0496
C -3.902 3.745 -1.776  -1.3838
C -2.564 3.350 -1.723  1.1387
C -1.919 2.793 -2.961  -1.1516
C -1.858 3.453 -0.515  0.2854
Se -0.007 2.914 -0.423  -0.3365
C -2.520 3.967 0.615  1.1742
C -1.804 4.097 1.925  -1.7602
C -3.854 4.350 0.520  -1.0841
H -6.467 4.341 -1.679  0.3557
H -6.094 5.773 -0.719  0.3190
H -6.593 4.287 0.082  0.3272
H -4.438 3.652 -2.716  0.2420
H -2.617 2.798 -3.800  0.3691
H -1.580 1.768 -2.795  -0.0740
H -1.031 3.365 -3.232  0.3424
H -1.449 3.122 2.256  -0.0371
H -2.455 4.521 2.692  0.3983
H -0.914 4.720 1.819  0.4275
H -4.347 4.745 1.405  0.2827
Cl -0.302 -2.489 -4.670  -0.2183
C 0.209 -0.853 -5.000  0.9968
C 0.213 -0.442 -6.327  -0.5704
C 0.592 0.850 -6.644  -0.5050
C 0.957 1.724 -5.627  -0.8908
C 0.952 1.293 -4.312  -0.4532
C 0.585 -0.010 -3.959  -0.5195
C 0.591 -0.390 -2.497  2.8697
H -0.085 -1.141 -7.097  0.4510
H 0.595 1.174 -7.677  0.3636
H 1.239 2.743 -5.857  0.3802
H 1.207 1.987 -3.519  0.4123
H -0.111 0.304 -2.023  -1.3795
H 0.235 -1.407 -2.351  -0.3093